1.
Here is 2 unconnected molecules or ions with the total composition C7H17NO from OMol25. Energies are from ωB97M-V with the def2-TZVPD basis set.

Computed properties:
Highest occupied orbital energy (spin up / spin down) in eV: -6.04 / -6.36
LUMO energy (spin up / spin down) in eV: 0.719 / 0.909
Total charge: 0

Last column: Löwdin charge in e.
CARTESIAN COORDINATES (ANGSTROEM)
C -0.63662 0.76967 1.07627  -0.49
C 0.36575 -1.29159 -0.86017  -0.19
C 0.84838 0.99891 -1.30049  -0.28
C -2.04109 0.52270 0.58999  -0.08
C -0.19875 -0.14741 2.19941  -0.09
C -0.51354 -2.47147 -1.07117  -0.09
C 2.30190 1.05709 -0.86884  -0.09
N 0.36860 -0.25986 -1.71063  -0.03
O -0.60404 2.13720 1.52575  -0.08
H 0.28042 2.32572 1.85717  0.08
H -0.41247 -0.22912 -2.35418  0.15
H 1.17180 -1.34160 -0.14737  0.10
H 0.59575 1.76160 -2.03263  0.11
H 0.17915 1.03692 -0.17235  0.10
H -2.20114 -0.53829 0.39836  0.06
H 0.85857 -0.00729 2.44604  0.07
H -2.23579 1.07020 -0.33836  0.08
H -2.77866 0.86493 1.32821  0.08
H -0.77598 0.05217 3.11513  0.08
H -0.33742 -1.19455 1.92788  0.06
H -1.42709 -2.19998 -1.60815  0.08
H -0.02073 -3.27369 -1.63627  0.07
H -0.80942 -2.89709 -0.10923  0.07
H 2.46552 0.49372 0.05219  0.06
H 2.57678 2.09476 -0.67399  0.07
H 2.98012 0.66635 -1.63258  0.07


2.
Here is a molecular structure, C7H17NO from OMol25. Energies are from ωB97M-V with the def2-TZVPD basis set.

Computed properties:
Highest occupied orbital energy in eV: -8.16
LUMO energy in eV: 0.898
Total charge: 0

Last column: Löwdin charge in e.
CARTESIAN COORDINATES (ANGSTROEM)
C 0.20520 -0.16835 0.39347  -0.42
C -0.54520 0.08900 -0.81573  -0.11
C 0.83184 -0.05253 -2.03492  -0.17
C -2.14412 -1.02340 1.74051  -0.15
C 0.67245 -1.58263 0.65938  -0.05
C 1.18288 0.88819 0.85627  -0.05
C 1.00918 1.29221 -2.70314  -0.15
N -1.50026 0.19023 1.27980  -0.14
O -1.14761 0.89575 2.50570  -0.12
H -1.53963 1.76945 2.35502  0.09
H -1.23139 -0.69287 -1.12976  0.10
H -0.90737 1.10524 -0.95185  0.10
H 0.45591 -0.80844 -2.72660  0.08
H 1.76877 -0.42886 -1.62482  0.08
H -3.08204 -0.80460 2.27037  0.08
H -2.38448 -1.65922 0.88378  0.08
H -1.51528 -1.59642 2.44189  0.07
H 0.99382 1.87404 0.42602  0.08
H 0.66143 -1.77178 1.73849  0.09
H 0.04881 -2.32775 0.16091  0.09
H 1.70053 -1.74063 0.32175  0.08
H 2.22092 0.60835 0.66035  0.09
H 1.07361 1.00501 1.94250  0.08
H 0.07820 1.63516 -3.16332  0.07
H 1.76457 1.24740 -3.49673  0.07
H 1.32925 2.05747 -1.98934  0.06


Verdict on stability: 2 comes out at the bottom.


1.
Here is C7H17NO in the gas phase from OMol25. Energies are from ωB97M-V with the def2-TZVPD basis set.

Computed properties:
Highest occupied orbital energy in eV: -8.38
LUMO energy in eV: 0.897
SMILES: CCN[C@H](C)C(C)(C)O
Total charge: 0

Last column: Löwdin charge in e.
CARTESIAN COORDINATES (ANGSTROEM)
C 0.95036 -0.55890 -0.10498  -0.54
C 0.02894 0.73965 0.05936  -0.35
C -2.14346 -0.34298 -0.32630  -0.29
C 1.67022 -0.56157 -1.45222  -0.02
C 1.90450 -0.54816 1.09513  -0.03
C 0.72102 2.04030 -0.37994  -0.06
C -2.60880 -0.37633 1.12609  -0.09
N -1.26994 0.79152 -0.58030  -0.04
O 0.32566 -1.85069 -0.08807  -0.05
H 0.07417 -2.07115 0.81565  0.09
H -1.15059 0.89884 -1.58289  0.11
H -0.15910 0.82682 1.13538  0.12
H -3.01887 -0.22846 -0.97227  0.11
H -1.66978 -1.30102 -0.58789  0.09
H 2.26263 0.33399 -1.60024  0.08
H 1.33308 -0.66313 2.01650  0.09
H 0.93171 -0.64789 -2.24562  0.09
H 2.32169 -1.43041 -1.50460  0.09
H 2.60398 -1.37858 1.01839  0.09
H 2.46962 0.37667 1.15831  0.08
H 0.80067 2.09088 -1.46276  0.07
H 0.10026 2.86976 -0.05175  0.08
H 1.71018 2.15345 0.05362  0.07
H -1.77449 -0.29508 1.81519  0.05
H -3.12342 -1.31329 1.32511  0.07
H -3.29022 0.44578 1.32110  0.07


2.
Here is a molecular structure, C7H17NO from OMol25. Energies are from ωB97M-V with the def2-TZVPD basis set.

Computed properties:
Highest occupied orbital energy in eV: -9.17
LUMO energy in eV: 0.870
Total charge: 0

Last column: Löwdin charge in e.
CARTESIAN COORDINATES (ANGSTROEM)
C 1.34015 1.66359 -1.49484  -0.18
C 2.26960 0.59583 -2.02965  -0.22
H 1.35037 2.57316 -2.01003  0.04
H 0.29888 1.20892 -1.36435  0.08
H 1.78772 1.86068 -0.48170  0.08
H 2.06870 0.60044 -3.16689  0.08
H 3.42694 0.75000 -1.89421  0.09
H 2.31092 -0.49606 -1.74695  0.05
C -1.78897 0.08589 0.89528  -0.24
C -1.57226 1.55515 1.15206  -0.10
C -0.13861 -0.99769 2.62604  0.02
C -0.64494 -1.83558 -1.07964  -0.02
C 0.20298 -1.12506 -0.01351  -0.54
O 1.38116 -1.20083 -0.02073  0.07
N -0.65962 -0.91177 1.09392  -0.11
H -2.73709 -0.32733 1.35366  0.12
H -2.10572 -0.42906 -0.08720  0.09
H -1.49262 2.30131 0.47089  0.00
H -0.42151 1.87224 1.12708  0.12
H -0.55223 -0.30864 3.16238  -0.03
H -1.70515 -1.48785 -1.21759  0.07
H -0.85949 -2.88153 -0.69558  0.11
H -2.17476 2.10575 1.96262  0.10
H -0.39112 -2.24095 3.07703  0.16
H 0.95905 -0.99916 2.43358  0.06
H -0.15236 -1.93145 -2.05167  0.08


Verdict on stability: 2 comes out at the bottom.